[1]
This record from the OMol25 dataset describes 2 unconnected molecules or ions with the total composition C10H10N2O2 at a distorted geometry. The level of theory is wB97M-V/def2-TZVPD.

```
! RIJCOSX wB97M-V def2-TZVPD def2/J DEFGRID3
* xyz 0 1
H -2.822 -1.574 -0.588
C 0.054 2.374 -1.548
C 0.781 1.524 -0.556
H 2.371 -0.083 1.214
O 1.191 -1.384 3.245
H 0.516 3.260 -1.970
H 0.689 -2.701 0.895
C -1.939 0.897 -1.573
C -1.209 2.132 -1.889
C 0.727 -0.824 0.184
C 0.002 0.216 -0.293
O 1.375 0.924 3.197
H 2.508 -1.578 0.851
C 1.299 -0.210 3.193
C -1.290 -0.095 -0.838
H 1.733 1.193 -0.918
C -1.155 -2.293 0.253
H -1.670 2.801 -2.660
N 2.126 -0.722 0.511
H -1.470 -3.280 0.543
C -1.856 -1.392 -0.484
N 0.158 -1.989 0.540
H 0.802 2.099 0.441
H -2.921 0.707 -1.748
*
```

Computed properties:
E_LUMO   0.3 eV
Electronic energy   -647.01222 a.u.
HOMO level   -6.194 eV

[2]
This record from the OMol25 dataset describes a single C2H2N4O2 molecule at a distorted geometry. The level of theory is wB97M-V/def2-TZVPD.

```
! RIJCOSX wB97M-V def2-TZVPD def2/J DEFGRID3
* xyz 0 1
H 0.617 -2.446 0.076
N 1.192 -1.428 -0.124
C -1.459 1.050 -0.556
N 1.562 0.321 1.355
N 0.594 0.752 0.581
O 1.921 -0.998 0.882
O -1.031 2.235 -0.483
N -0.934 -0.239 -1.008
H -2.658 1.176 -0.398
C 0.194 -0.424 -0.325
*
```

Computed properties:
E_LUMO   -1.2 eV
Electronic energy   -446.68690 a.u.
HOMO level   -9.802 eV

[3]
This record from the OMol25 dataset describes a molecular structure, C46H59As2N3O3RuSi3 at a distorted geometry. The level of theory is wB97M-V/def2-TZVPD.

```
! RIJCOSX wB97M-V def2-TZVPD def2/J DEFGRID3
* xyz 4 5
H 6.425 1.676 -0.095
C -3.328 2.926 2.928
H 4.438 -3.251 -0.541
H -3.480 2.849 3.997
C -0.566 -2.523 -4.654
H 0.021 6.020 -3.971
H -0.482 5.875 0.958
H 2.601 -2.025 6.472
H 2.293 0.410 -2.373
H -2.251 -1.911 0.772
O 0.016 1.803 -0.941
C -0.075 5.981 -2.894
C -1.009 -5.591 0.258
H -0.530 8.034 -0.230
O 2.313 -1.772 5.586
H -0.211 8.106 -2.679
C -4.417 3.099 2.084
C -4.933 1.432 -2.274
H -1.276 -2.343 -5.471
H 1.970 -5.537 -3.279
Si 2.444 -3.599 -1.851
C -0.231 7.153 -2.168
H -1.543 -5.813 -2.497
H -1.824 -5.692 -4.232
H -1.976 -5.706 -0.233
C 2.175 -5.377 -2.220
H 4.714 0.841 -2.111
H -3.790 -3.343 -3.519
C -0.203 4.733 -0.860
C -4.224 3.235 0.714
H -1.770 -0.103 2.189
H 0.416 -1.181 6.241
H -2.789 3.338 -0.877
C -0.394 7.116 -0.787
C 6.155 0.664 0.234
C -6.286 1.645 -2.444
H 0.077 3.837 -2.798
H -0.233 -6.000 -0.385
H -8.265 1.085 -1.839
C 4.681 0.471 0.020
H -3.136 -1.854 -2.826
H 6.696 -0.033 -0.416
C 2.581 3.412 0.487
C 1.403 3.305 1.230
C -1.197 -5.325 -3.406
C -5.437 -0.303 -0.624
C -4.513 0.455 -1.361
C -2.041 2.889 2.409
H -0.237 -1.551 -4.285
H 4.689 3.778 0.557
H -0.176 -5.632 -3.615
C 1.276 -0.820 5.674
C 1.428 3.469 2.613
H -2.452 -2.886 2.233
C 4.114 0.574 -1.249
H 2.661 3.837 4.325
C -0.049 4.757 -2.240
H 1.392 -5.851 -1.632
N 0.205 -0.091 1.594
H -1.254 -0.458 4.589
H -4.207 2.001 -2.840
H -5.092 -1.051 0.079
As 0.174 -2.521 -1.217
H 2.982 -1.578 -3.193
C -0.371 5.902 -0.121
H 1.245 -2.748 1.855
C 3.025 -2.658 -3.321
O 6.432 0.457 1.594
H -5.415 3.152 2.498
C -2.281 -2.930 1.154
H 0.524 3.459 3.199
Ru -0.050 -0.192 -0.656
Si -1.417 -3.521 -3.374
H 4.751 3.991 3.018
C 3.837 0.220 1.095
C -7.206 0.904 -1.707
H -6.630 2.387 -3.152
C 2.489 0.014 0.881
C 3.373 -3.291 -0.288
H 7.380 0.522 1.754
C 0.641 -3.639 2.025
C -0.745 -0.185 2.530
C 0.875 -0.509 4.257
H -3.315 -3.311 -1.819
H -1.208 2.780 3.084
C -2.943 3.193 0.187
H 2.551 3.346 -0.595
H -7.512 -0.637 -0.238
H 2.465 -2.925 -4.216
C 3.814 3.787 2.517
C -6.785 -0.067 -0.801
H 2.900 -0.499 3.563
C 3.781 3.657 1.134
C -1.847 3.018 1.035
H 0.204 -3.560 3.025
C -3.137 0.188 -1.183
As -0.162 3.129 0.141
C 1.863 -0.384 3.280
C -0.451 -0.381 3.865
H 4.253 0.212 2.091
H 4.071 -2.931 -3.500
C -3.054 -2.939 -2.811
H 1.306 -4.504 2.027
H 3.114 -2.355 0.206
N -2.024 -0.074 -1.025
H 3.228 -4.107 0.421
C 2.641 3.697 3.252
H -3.139 -3.440 0.709
N 1.977 0.015 -0.365
H -1.027 -6.207 1.164
H 0.289 -3.057 -5.068
C 2.768 0.340 -1.403
H 1.621 0.109 6.145
H 3.111 -5.898 -1.990
C 1.503 -0.167 1.969
Si -0.710 -3.856 0.785
H -5.071 3.406 0.063
*
```

Computed properties:
E_LUMO (alpha / beta)   -10.3 / -13.3 eV
Electronic energy   -7611.88515 a.u.
HOMO level (alpha / beta)   -17.500 / -17.499 eV

[4]
This record from the OMol25 dataset describes a molecular structure, Cl2S2 at a distorted geometry. The level of theory is wB97M-V/def2-TZVPD.

```
! RIJCOSX wB97M-V def2-TZVPD def2/J DEFGRID3
* xyz 0 1
S 1.214 0.868 0.498
Cl -1.130 -1.466 -1.329
Cl -0.211 2.141 0.558
S 0.127 -1.544 0.273
*
```

Computed properties:
E_LUMO   -2.4 eV
Electronic energy   -1716.69444 a.u.
HOMO level   -9.372 eV

[5]
This record from the OMol25 dataset describes a single C4H4N2O2 molecule at a distorted geometry. The level of theory is wB97M-V/def2-TZVPD.

```
! RIJCOSX wB97M-V def2-TZVPD def2/J DEFGRID3
* xyz 0 1
C -0.541 -0.818 1.286
H -0.317 2.809 -0.561
C 0.537 -0.572 -0.785
N -0.637 2.500 0.433
H 1.142 -0.195 -2.483
O 0.372 0.753 -0.564
N -0.659 0.473 1.550
O 0.999 -0.906 -1.875
C -0.403 1.322 0.571
H 0.287 -2.475 0.082
C 0.062 -1.452 0.180
H -0.842 -1.441 2.166
*
```

Computed properties:
E_LUMO   0.2 eV
Electronic energy   -414.76631 a.u.
HOMO level   -8.651 eV

[6]
This record from the OMol25 dataset describes a molecular structure, C15H18NO7PZr at a distorted geometry. The level of theory is wB97M-V/def2-TZVPD.

```
! RIJCOSX wB97M-V def2-TZVPD def2/J DEFGRID3
* xyz 4 1
C 1.174 -0.147 -1.086
C -4.260 -0.696 -2.020
C 5.630 -0.190 1.892
O 1.207 -0.631 -3.998
C 4.349 0.860 1.661
H 6.532 0.037 1.169
H -2.319 3.186 1.423
C -0.527 1.075 1.534
C -2.314 2.918 2.568
C 2.020 0.477 0.214
H 2.925 -2.965 -3.006
O -1.707 -1.001 -3.216
H 4.302 -0.872 -3.037
C 1.130 1.088 1.492
H -4.176 -0.142 -3.057
C -2.997 0.298 0.013
C -1.667 -0.643 -1.930
H -1.966 0.792 3.343
O 3.616 -0.149 -2.934
H -6.000 -2.404 -0.680
C 3.660 0.471 0.226
N -3.001 -0.663 -1.183
H 4.000 1.253 -0.610
C -0.460 -0.118 -0.954
H 5.311 -1.316 1.828
C -1.387 0.459 0.282
C -4.702 -2.295 -2.189
H -3.439 2.697 2.897
H -5.157 -0.166 -1.447
H 4.004 -0.637 -0.040
C -1.306 1.655 2.857
H 1.656 1.558 2.453
H -1.993 3.861 3.224
O -6.044 -2.683 -1.648
H -0.510 1.970 3.679
H 6.011 0.004 3.006
Zr -6.544 -3.907 0.196
O -4.006 0.896 0.653
P 2.011 -0.859 -2.656
O 2.303 -2.574 -2.313
H 4.821 1.927 1.551
H 3.663 0.719 2.600
O -3.841 -3.144 -2.757
*
```

Computed properties:
E_LUMO   -16.9 eV
Electronic energy   -1549.74906 a.u.
HOMO level   -20.575 eV

[7]
This record from the OMol25 dataset describes a molecular structure, C12H23AgFIN2O5P2S at a distorted geometry. The level of theory is wB97M-V/def2-TZVPD.

```
! RIJCOSX wB97M-V def2-TZVPD def2/J DEFGRID3
* xyz 1 2
H -1.164 3.233 0.852
C 0.697 1.057 -0.342
O 0.615 -1.941 -2.562
Ag 0.968 4.325 1.282
C -3.246 -2.070 0.085
H -0.508 -0.647 2.263
H 0.440 -4.786 -0.350
H 0.521 1.741 2.480
O -3.124 0.443 -1.815
H 1.340 1.746 -2.344
C -2.220 -1.392 0.019
C -1.029 0.199 1.702
C -0.601 1.537 2.353
C -0.463 -4.119 -0.437
H -0.779 3.769 2.580
C -0.198 -2.862 0.530
H 2.069 0.036 -1.947
H 1.382 1.130 0.576
H -4.042 -2.840 0.202
O 2.607 -1.717 -0.133
P -0.722 -0.184 -0.159
H 0.612 -2.026 -3.548
H -1.546 0.435 -3.936
C 1.671 -1.439 0.631
O -0.343 -3.173 1.718
H -0.741 -3.818 -1.482
F -3.436 1.563 0.327
N -0.632 0.411 -3.463
H 1.758 -0.065 2.415
C 2.195 -1.055 2.098
O -1.874 2.435 -1.532
P -0.737 -0.912 -2.295
H 0.124 0.198 -4.137
H 3.317 -0.956 2.119
H 0.307 2.134 -0.332
H -2.131 0.006 1.928
C -1.240 2.927 1.936
H 3.842 1.592 -1.884
H -0.915 1.437 3.455
C 3.078 1.731 -1.061
S -2.270 1.208 -0.846
N 0.339 -1.580 0.161
C 1.697 1.011 -1.545
I 2.814 3.787 -0.445
H -1.338 -4.685 0.002
H 1.823 -1.825 2.845
H -2.344 2.914 2.220
H 3.425 1.088 -0.184
*
```

Computed properties:
E_LUMO (alpha / beta)   -4.7 / -5.4 eV
Electronic energy   -2581.65538 a.u.
HOMO level (alpha / beta)   -11.669 / -12.250 eV

[8]
This record from the OMol25 dataset describes a molecular structure, C23H20NO5Pt. The level of theory is wB97M-V/def2-TZVPD.

```
! RIJCOSX wB97M-V def2-TZVPD def2/J DEFGRID3
* xyz -1 3
C 0.822 3.175 3.269
C 0.531 -2.309 -0.279
H 0.188 0.765 3.787
O 0.305 3.785 -1.357
H 0.168 2.981 4.114
H 0.910 5.401 4.927
C 0.726 0.727 2.838
O 2.108 0.132 0.529
H -4.494 3.757 -0.154
H -1.266 -3.097 0.590
C -0.239 -3.309 0.323
H 2.387 5.720 1.704
C -0.069 2.627 -1.196
C -2.431 3.369 -0.607
C -3.315 -0.787 -0.317
C 2.067 4.708 1.928
H -5.045 1.300 0.056
C 1.837 -2.648 -0.654
C 2.498 1.280 0.470
Pt -0.180 -0.401 -0.602
C -3.048 0.711 -0.333
O -2.324 -1.487 -0.679
H 1.973 -5.892 0.333
C 2.496 3.670 1.107
C 2.351 -3.923 -0.448
C -1.491 2.369 -0.760
C 1.221 2.104 2.480
H 3.365 -4.151 -0.762
H 3.622 5.068 -0.052
H 4.309 3.444 -0.071
C 2.067 2.363 1.385
C 1.228 4.478 3.006
C 3.374 4.007 -0.073
O -4.450 -1.146 -0.003
H 2.473 -1.895 -1.104
H 1.248 6.545 3.621
H 0.061 0.327 2.072
H 1.542 0.010 2.918
C 0.743 5.612 3.869
C -3.730 3.000 -0.285
C 1.575 -4.898 0.164
H 3.213 1.568 -0.314
H -2.121 4.394 -0.753
H 2.846 3.806 -1.007
H -0.342 -5.331 1.026
O 0.607 1.558 -1.395
H -0.330 5.766 3.734
C -4.048 1.657 -0.160
N -1.799 1.084 -0.593
C 0.280 -4.580 0.551
*
```

Computed properties:
E_LUMO (alpha / beta)   2.6 / 2.1 eV
Electronic energy   -1438.78069 a.u.
HOMO level (alpha / beta)   -4.573 / -5.368 eV

[9]
This record from the OMol25 dataset describes 8 unconnected molecules or ions with the total composition C6H28FN13O6 at a distorted geometry. The level of theory is wB97M-V/def2-TZVPD.

```
! RIJCOSX wB97M-V def2-TZVPD def2/J DEFGRID3
* xyz 0 1
N 1.079 -2.682 -1.477
H -0.623 0.945 0.705
N 3.039 -1.931 -2.418
N 2.749 0.940 3.195
N -0.411 -0.041 0.576
H -4.608 -2.979 -3.284
H -2.032 -1.788 -1.227
N 1.261 1.775 -3.338
C -3.012 -1.688 -3.062
H -3.857 -1.338 1.508
H -1.220 -0.669 0.527
H 1.440 -3.604 -1.625
N -2.903 -1.590 1.703
C -2.453 -1.330 2.987
H 1.935 1.324 -2.744
H -0.641 -1.783 3.980
N 3.217 0.568 0.970
N -1.217 -1.881 3.169
F -1.058 -2.367 0.264
H 0.292 -2.469 -0.845
H -2.479 -2.356 1.175
H 2.291 0.643 4.039
N 0.379 3.409 3.960
H 1.083 4.012 4.341
H 1.375 4.094 0.985
N -2.125 -1.305 -2.117
H -1.942 1.719 -3.749
H -1.424 -0.652 -2.421
H 3.674 -1.161 -2.532
H 3.060 0.239 0.034
H -0.810 -2.341 2.365
H -0.003 -0.221 -0.351
C 0.301 3.306 2.598
H 0.276 -0.374 1.259
O -0.409 1.729 -1.755
N 1.067 4.230 1.928
O -2.922 -1.345 -4.240
C 2.592 0.159 2.095
H 1.370 1.626 -4.326
H 3.068 -2.700 -3.060
H 3.851 1.331 1.141
N -0.959 1.781 -3.941
O -3.062 -0.688 3.824
H -3.919 -2.945 -1.708
N -3.850 -2.715 -2.684
O -0.224 2.357 2.044
H 1.433 4.977 2.489
O 1.587 -0.481 -1.363
H -0.100 2.765 4.562
H -0.695 2.194 -4.819
C -0.045 1.794 -2.918
O 1.830 -0.810 2.116
C 1.881 -1.623 -1.739
H 2.872 1.938 3.207
*
```

Computed properties:
E_LUMO   0.1 eV
Electronic energy   -1508.83390 a.u.
HOMO level   -8.768 eV

[10]
This record from the OMol25 dataset describes 2 unconnected molecules or ions with the total composition C4H5ClO2 at a distorted geometry. The level of theory is wB97M-V/def2-TZVPD.

```
! RIJCOSX wB97M-V def2-TZVPD def2/J DEFGRID3
* xyz 0 1
C -0.891 0.378 -0.100
O 1.272 0.174 0.460
H -1.350 0.178 -1.089
C -0.488 0.883 2.923
C 0.615 1.315 2.766
O 1.733 1.965 2.519
H 0.907 0.862 -1.357
H 2.267 1.238 2.194
H -1.349 1.428 0.167
Cl -1.854 0.397 3.686
H -1.131 -0.299 0.800
C 0.519 0.507 -0.381
*
```

Computed properties:
E_LUMO   0.8 eV
Electronic energy   -765.94950 a.u.
HOMO level   -9.050 eV

[11]
This record from the OMol25 dataset describes 2 unconnected molecules or ions with the total composition C18H30BrN2O4 at a distorted geometry. The level of theory is wB97M-V/def2-TZVPD.

```
! RIJCOSX wB97M-V def2-TZVPD def2/J DEFGRID3
* xyz 1 1
H -1.654 -3.114 -2.153
C -2.881 0.660 -0.067
H -3.875 0.948 3.875
C -3.584 0.498 1.407
H -2.923 -2.120 0.697
H -0.329 -1.219 -2.817
H -3.893 -2.734 -0.800
H 1.752 4.921 -2.278
H -3.059 -0.706 4.347
H 1.331 -2.204 -2.399
H -4.127 1.474 1.770
H 5.505 -4.673 2.317
C 5.248 -2.576 1.851
O 1.986 -3.416 1.340
H 6.166 -2.633 1.259
O 3.666 -3.912 2.810
H -0.755 5.497 -2.637
H -1.507 -3.890 -0.439
C -1.785 3.924 -1.331
N 2.735 2.705 -0.654
H -2.541 3.209 -1.870
H -0.580 -1.080 0.048
C -0.565 4.354 -2.348
O -2.521 0.035 2.349
C 2.565 0.248 -0.737
N 3.257 1.500 -0.321
H 4.159 1.456 0.241
H 3.077 -0.764 -0.361
H -0.420 1.611 -2.683
H -4.371 -0.383 1.356
H 0.868 4.756 -0.623
C -1.580 -2.844 -0.996
C 3.150 -3.325 1.691
C 5.072 -3.762 2.743
C 0.554 1.525 -2.045
H -2.017 0.930 4.249
Br -2.750 5.568 -0.696
C 1.478 2.713 -1.430
H -2.434 -0.488 -2.049
C 1.210 0.039 -1.628
H -1.722 0.863 0.025
H 5.240 -1.631 2.405
H -1.287 3.355 -0.409
C 0.932 4.273 -1.712
H -0.600 3.755 -3.375
H 5.493 -3.600 3.739
C 0.528 -1.408 -2.042
C -3.158 -0.576 -1.108
O 4.107 -2.625 1.015
H -4.252 -0.398 -1.550
C -2.954 -2.075 -0.472
H 0.507 -2.652 -0.040
C -2.899 0.308 3.745
C -0.217 -1.955 -0.648
H -3.346 1.640 -0.563
*
```

Computed properties:
E_LUMO   -5.0 eV
Electronic energy   -3687.70305 a.u.
HOMO level   -11.787 eV

[12]
This record from the OMol25 dataset describes 2 unconnected molecules or ions with the total composition C9H14 at a distorted geometry. The level of theory is wB97M-V/def2-TZVPD.

```
! RIJCOSX wB97M-V def2-TZVPD def2/J DEFGRID3
* xyz 0 1
C -1.167 -1.872 0.557
H -1.224 1.922 -0.463
H -1.655 2.560 1.685
C -1.762 1.491 2.157
H -2.806 1.250 2.357
H 1.622 0.330 -0.084
H 3.754 -0.081 -2.328
C -1.436 -0.152 -1.165
H 2.343 1.512 -1.186
C -1.383 -1.505 -0.743
H -1.404 0.141 -2.196
C -1.383 0.874 -0.202
H -1.152 -2.856 1.040
C -1.336 0.405 1.132
H 3.078 -1.432 -1.244
H 1.339 0.317 -1.948
H -1.069 1.459 2.976
C 3.305 -0.350 -1.345
H -1.002 -1.199 2.612
C -1.099 -0.860 1.567
C 1.984 0.473 -1.106
H 4.058 -0.171 -0.585
H -1.605 -2.257 -1.489
*
```

Computed properties:
E_LUMO   1.0 eV
Electronic energy   -351.28398 a.u.
HOMO level   -8.985 eV

[13]
This record from the OMol25 dataset describes a molecular structure, C12H15B2F4MnN4O4S5 at a distorted geometry. The level of theory is wB97M-V/def2-TZVPD.

```
! RIJCOSX wB97M-V def2-TZVPD def2/J DEFGRID3
* xyz 1 2
S -0.359 -1.027 6.218
H -2.089 4.163 -0.721
H -4.015 2.295 -0.379
S 2.393 -0.372 6.995
H 0.931 -4.323 -0.177
S -1.323 1.780 3.164
S -2.802 -0.931 4.790
C -1.295 -0.250 5.024
C -0.634 0.894 4.332
C 1.263 -3.639 -0.958
H 2.267 -3.900 -1.277
H -3.529 1.658 -1.943
H -4.739 -0.565 3.642
N 0.178 -1.771 0.176
N -1.705 0.253 0.274
O -2.553 -0.760 0.578
N 0.038 1.897 -0.091
Mn 0.187 0.138 0.689
C 3.547 -1.539 -1.339
F 1.601 1.422 1.785
H 0.579 -3.765 -1.801
C -1.093 2.284 -0.584
C -2.141 1.282 -0.379
B -1.798 -1.816 1.312
H 3.353 -1.903 -2.350
C 1.125 -0.069 6.060
H -3.358 -0.198 2.568
S 1.022 1.148 4.824
F -2.681 -2.639 1.926
H -4.113 0.549 -0.687
C -3.780 -0.056 3.562
H -1.684 3.437 -2.273
C -1.327 3.591 -1.253
O 2.826 0.934 -0.176
H 4.167 -0.649 -1.390
B 2.226 2.055 0.611
C 2.269 -1.234 -0.648
H -3.881 0.995 3.811
N 1.966 -0.096 -0.132
C 1.189 -2.240 -0.465
F 3.165 2.957 0.931
C -3.533 1.448 -0.872
H 4.089 -2.322 -0.806
O -0.877 -2.575 0.437
O 1.107 2.710 -0.131
H -0.407 4.168 -1.284
F -0.964 -1.106 2.286
*
```

Computed properties:
E_LUMO (alpha / beta)   -6.2 / -6.3 eV
Electronic energy   -4577.29454 a.u.
HOMO level (alpha / beta)   -11.737 / -11.381 eV